Entry 1
The following is a DFT calculation (wB97M-V/def2-TZVPD) of a cluster of 2 separate species, C4H11NS in total.

Atoms and positions in Å:
C -1.082 -0.159 -2.122
S -1.499 -1.781 -1.495
C -2.714 -1.301 -0.136
H -1.527 -0.109 -3.076
H 0.059 -0.017 -2.153
H -1.553 0.628 -1.436
H -3.379 -0.695 -0.796
H -3.267 -2.232 0.186
H -2.401 -0.843 0.816
C 1.439 0.189 1.562
C 3.084 1.786 1.025
N 1.971 1.606 1.714
H 0.355 0.036 1.784
H 1.929 -0.653 2.236
H 1.637 -0.259 0.670
H 3.501 2.742 0.878
H 3.446 1.062 0.343

Computed properties:
orbital gap	9.43	eV
highest occupied orbital energy	-0.3138	hartree
SMILES	C=NC.CSC

Atom charges from the Mulliken analysis, given in e for atoms 1 to 6: -0.771 -0.080 -0.819 0.353 0.247 0.236

***

Entry 2
The following is a DFT calculation (wB97M-V/def2-TZVPD) of an isolated molecule of C4H11NS.

Atoms and positions in Å:
C -0.075 -1.309 -0.418
C 0.966 -0.211 -0.864
C 0.559 1.384 -0.623
S -1.047 1.776 -1.415
C -0.904 -0.847 0.892
N -0.136 -0.654 2.092
H -0.707 -1.517 -1.328
H 0.366 -2.282 -0.281
H 2.009 -0.226 -0.442
H 0.953 -0.559 -1.948
H 0.409 1.726 0.391
H 1.394 1.847 -1.328
H -1.156 2.995 -1.040
H -1.540 0.022 0.464
H -1.805 -1.435 1.101
H 0.827 -0.980 2.173
H -0.113 0.270 2.571

Computed properties:
orbital gap	9.40	eV
highest occupied orbital energy	-0.3141	hartree
SMILES	NCCCCS

Atom charges from the Mulliken analysis, given in e for atoms 1 to 6: -0.843 -0.457 -0.586 -0.246 -0.414 -0.519

***

Least stable of them? entry 1.

***

Entry 1
The following is a DFT calculation (wB97M-V/def2-TZVPD) of an isolated molecule of C4H11NS.

Atoms and positions in Å:
C 2.788 -0.018 0.471
C -0.009 -0.150 0.615
C -1.319 -0.075 -0.270
C -2.061 1.232 0.110
H 2.861 0.917 1.014
H 2.925 -0.635 1.359
H 3.621 -0.152 -0.134
H -0.151 0.758 1.174
H 0.116 -0.811 1.334
H -1.118 -0.087 -1.371
H -3.014 0.971 0.678
H -2.382 1.613 -0.805
H -1.565 1.920 0.817
H -2.058 -1.322 0.997
H -3.018 -1.022 -0.292
N -2.089 -1.234 -0.011
S 1.376 0.035 -0.641

Computed properties:
orbital gap	9.54	eV
highest occupied orbital energy	-0.3122	hartree
SMILES	CSC[C@H](C)N

Atom charges from the Mulliken analysis, given in e for atoms 1 to 6: -0.963 -0.992 0.183 -1.215 0.312 0.335

***

Entry 2
The following is a DFT calculation (wB97M-V/def2-TZVPD) of a cluster of 2 separate species, C4H11NS in total.

Atoms and positions in Å:
C 0.072 -0.393 2.328
S -0.672 -1.698 1.310
C 0.624 -2.019 0.061
H -0.546 -0.200 3.205
H 0.194 0.515 1.760
H 1.028 -0.705 2.747
H 0.265 -2.839 -0.548
H 0.923 -1.167 -0.549
H 1.547 -2.308 0.569
C -0.488 1.786 -0.424
C -0.367 0.870 -2.578
N -0.928 1.703 -1.823
H 0.579 1.917 -0.271
H -0.887 0.977 0.195
H -1.132 2.592 -0.053
H -0.689 0.754 -3.607
H 0.479 0.216 -2.323

Computed properties:
orbital gap	9.62	eV
highest occupied orbital energy	-0.3195	hartree
SMILES	C=NC.CSC

Atom charges from the Mulliken analysis, given in e for atoms 1 to 6: -0.711 -0.068 -0.644 0.288 0.135 0.313

***

Least stable of them? entry 1.

***

Entry 1
The following is a DFT calculation (wB97M-V/def2-TZVPD) of a cluster of 17 separate species, H35O17 in total.

Atoms and positions in Å:
O -2.556 -0.501 -2.646
H -0.817 -4.148 2.838
H -0.524 -2.965 3.812
O -1.148 -3.621 3.533
H 1.619 -4.007 3.252
H -0.291 1.959 -4.540
O -0.921 2.125 1.184
H 0.627 3.276 -4.515
H -0.264 2.788 1.060
O 3.812 3.315 -0.881
H 3.859 4.069 -0.393
H -3.476 0.670 0.086
O -1.596 3.994 -1.321
H -1.791 -1.730 -0.024
O -1.210 -0.408 2.402
H -1.064 -0.501 1.415
H 2.885 -0.906 2.540
O 1.950 -0.639 1.022
H 3.467 -0.382 -2.934
H 2.691 -0.297 0.286
O -3.785 -0.176 -0.592
H -2.619 -1.358 -2.348
H -0.429 -1.539 -0.614
O 1.431 -3.228 2.840
H -1.593 0.540 -1.407
H 2.155 -3.014 2.185
O 2.993 -0.303 3.329
H 1.698 -1.357 0.414
H 3.852 0.193 3.154
O -0.916 0.464 -0.798
H 1.909 -3.030 -0.733
H -1.996 3.229 -1.512
O 0.646 0.482 3.760
H -0.980 1.635 0.345
H 1.413 -0.123 4.017
O 2.843 -3.060 -0.714
H -3.371 -0.140 -2.704
H 2.959 -3.835 -0.089
O -0.858 -2.010 0.018
H -4.691 1.755 -2.263
H -0.015 -0.142 3.204
O -3.897 1.808 -2.787
H -1.793 4.793 -1.908
H -4.094 1.237 -3.579
O 0.379 2.305 -4.044
H -1.365 -1.359 2.616
H 3.287 3.181 -1.546
O 2.540 0.093 -2.836
H 1.926 0.300 -3.471
H -3.903 -0.904 0.131
H 0.026 0.503 -1.171
H 0.998 0.968 2.930

Computed properties:
total charge	+1
orbital gap	10.42	eV
highest occupied orbital energy	-0.4906	hartree

Atom charges from the Mulliken analysis, given in e for atoms 1 to 6: -0.534 0.311 0.279 -0.626 0.276 0.291

***

Entry 2
The following is a DFT calculation (wB97M-V/def2-TZVPD) of a cluster of 17 separate species, H35O17 in total.

Atoms and positions in Å:
O 2.800 -2.521 -1.586
H 1.727 0.640 3.401
H 1.973 -2.160 -1.037
O 2.548 0.981 3.791
H -1.058 -2.444 4.320
H -3.768 0.864 -3.391
O -4.084 -0.883 -2.488
H -4.106 -1.708 -1.986
H 2.021 -2.027 1.064
O -0.366 2.969 2.737
H -0.422 2.781 3.681
H 2.294 0.176 -2.799
O 1.443 -1.800 0.321
H 1.230 -4.192 0.382
O 0.587 0.796 0.450
H 1.522 0.838 0.687
H 2.051 3.174 1.637
O -2.169 0.253 0.755
H -3.917 -0.096 1.332
H 3.388 0.482 2.386
O 2.019 -4.672 0.694
H 2.980 -1.734 -2.220
H 1.802 -4.443 1.614
O -0.829 -1.679 4.865
H -2.642 0.790 -4.390
H -1.713 -1.290 4.916
O 2.322 3.208 0.710
H -1.921 0.695 1.572
H 1.666 3.787 0.305
O -2.404 2.205 -0.876
H -1.418 -2.766 -2.450
H 1.179 1.000 -5.082
O 3.438 0.174 1.444
H -2.718 2.997 -0.437
H 3.616 1.010 0.993
O -0.626 -2.226 -2.314
H 2.260 -3.122 -2.147
H -3.856 -0.294 -1.751
O 0.617 1.238 -4.345
H -2.351 0.956 0.068
H 0.373 1.735 0.437
O 3.086 -0.358 -2.947
H -0.996 -1.660 -1.617
H 2.683 0.313 4.480
O -2.858 1.172 -3.533
H 0.398 2.165 -4.254
H -1.001 3.679 2.599
O -4.627 0.259 1.910
H -4.443 -0.112 2.779
H 0.709 -1.375 0.794
H -2.034 2.330 -1.756
H 3.594 -0.103 -3.719

Computed properties:
total charge	+1
orbital gap	10.05	eV
highest occupied orbital energy	-0.4710	hartree

Atom charges from the Mulliken analysis, given in e for atoms 1 to 6: -0.422 0.332 0.348 -0.685 0.310 0.345

***

Least stable of them? entry 1.

***

Entry 1
The following is a DFT calculation (wB97M-V/def2-TZVPD) of a cluster of 2 separate species, C3H7NO2 in total.

Atoms and positions in Å:
N -1.504 -0.938 -0.250
C -0.468 0.716 -1.315
O -1.100 0.768 -2.305
C 0.344 1.119 -0.337
C 1.262 0.373 0.591
O 0.714 -0.815 1.148
H -1.001 -1.756 0.062
H -2.391 -1.183 -0.675
H -1.641 -0.338 0.556
H 0.608 2.163 -0.480
H 2.186 0.119 0.049
H 1.542 1.061 1.402
H 1.449 -1.289 1.553

Computed properties:
orbital gap	8.79	eV
highest occupied orbital energy	-0.2993	hartree
SMILES	O=C=CCO.N

Atom charges from the Mulliken analysis, given in e for atoms 1 to 6: -0.709 0.968 -0.457 -0.945 -0.225 -0.501

***

Entry 2
The following is a DFT calculation (wB97M-V/def2-TZVPD) of a cluster of 2 separate species, C3H7NO2 in total.

Atoms and positions in Å:
C -1.926 0.225 0.512
C -0.699 0.944 0.036
O -0.495 1.332 -1.095
H -0.129 1.486 0.915
H -1.694 -0.531 1.256
H -2.616 0.932 0.970
H -2.422 -0.239 -0.338
N 2.079 -0.999 -0.870
C 1.329 -0.453 0.093
O 0.693 -1.040 0.932
H 2.191 -0.526 -1.754
H 2.509 -1.895 -0.698
H 1.179 0.765 0.041

Computed properties:
orbital gap	10.75	eV
highest occupied orbital energy	-0.3612	hartree
SMILES	CC=O.NC=O

Atom charges from the Mulliken analysis, given in e for atoms 1 to 6: -1.080 0.252 -0.527 0.386 0.303 0.330

***

Entry 3
The following is a DFT calculation (wB97M-V/def2-TZVPD) of an isolated molecule of C3H7NO2.

Atoms and positions in Å:
C -2.101 -0.030 -0.665
N -1.375 -0.044 0.589
C -0.115 -0.013 0.589
O 0.582 -0.029 1.747
O 0.670 0.038 -0.498
C 2.083 0.053 -0.324
H -2.723 0.872 -0.719
H -2.781 -0.890 -0.696
H -1.462 -0.059 -1.556
H -0.098 -0.069 2.437
H 2.398 0.923 0.259
H 2.493 0.109 -1.333
H 2.429 -0.860 0.169

Computed properties:
orbital gap	10.11	eV
highest occupied orbital energy	-0.3403	hartree
SMILES	C/N=C(/O)OC

Atom charges from the Mulliken analysis, given in e for atoms 1 to 6: -0.692 -0.560 0.838 -0.506 -0.340 -0.646

***

Entry 4
The following is a DFT calculation (wB97M-V/def2-TZVPD) of a structure of composition C3H7NO2.

Atoms and positions in Å:
C -0.822 1.634 0.330
C -0.400 0.201 0.098
N -1.253 -0.705 -0.137
O -0.395 -2.225 -0.273
C 1.163 -0.073 0.177
O 1.589 -0.878 -0.843
H -1.905 1.750 0.371
H -0.385 1.982 1.275
H -0.419 2.265 -0.473
H -0.999 -2.608 -0.927
H 1.280 -0.516 1.184
H 1.662 0.909 0.158
H 0.882 -1.730 -0.777

Computed properties:
orbital gap	10.04	eV
highest occupied orbital energy	-0.3576	hartree

Atom charges from the Mulliken analysis, given in e for atoms 1 to 6: -1.150 0.852 -0.421 -0.602 -0.429 -0.637

***

Least stable of them? entry 4.

***

Entry 1
The following is a DFT calculation (wB97M-V/def2-TZVPD) of a cluster of 2 separate species, C7H13NO2 in total.

Atoms and positions in Å:
C 0.347 -2.721 0.173
C -0.244 -1.611 0.483
C -2.317 -1.999 -0.864
C -2.096 1.309 0.034
C 2.072 0.408 -0.972
C -0.811 0.855 0.792
C -0.045 -0.255 0.195
N 0.671 -0.114 -1.159
O -2.152 -2.025 -2.019
O -2.787 -2.123 0.181
H 0.103 -3.660 0.546
H 1.194 -2.768 -0.495
H -0.911 -1.603 1.339
H -2.828 1.917 0.571
H -2.540 0.376 -0.239
H -1.895 1.815 -0.860
H 2.462 -0.161 -0.130
H 2.616 0.460 -1.891
H 2.039 1.378 -0.636
H -0.242 1.752 0.926
H -1.220 0.481 1.749
H 0.179 0.524 -1.761
H 0.751 -1.085 -1.555

Computed properties:
orbital gap	6.48	eV
highest occupied orbital energy	-0.2222	hartree

Atom charges from the Mulliken analysis, given in e for atoms 1 to 6: -1.342 -0.063 0.789 -1.134 -1.008 -0.728

***

Entry 2
The following is a DFT calculation (wB97M-V/def2-TZVPD) of a cluster of 2 separate species, C7H13NO2 in total.

Atoms and positions in Å:
C -2.096 -1.739 -0.884
C -1.886 -0.820 0.056
C 1.176 0.293 0.003
C -3.968 0.553 0.594
C 3.547 1.179 -0.149
C 2.956 -1.184 0.262
C -2.540 0.473 0.035
N 2.487 0.167 -0.088
O 0.728 1.536 -0.328
O -2.037 1.466 -0.438
H -1.724 -2.826 -0.822
H -2.895 -1.584 -1.621
H -1.121 -0.770 0.756
H -4.615 0.806 -0.121
H -4.355 -0.357 1.110
H -3.907 1.320 1.263
H 4.105 1.174 -0.997
H 2.971 2.253 -0.067
H 4.136 1.051 0.663
H 2.106 -1.780 0.025
H 3.897 -1.384 -0.289
H 3.305 -1.308 1.318
H -0.269 1.478 -0.280

Computed properties:
orbital gap	8.93	eV
highest occupied orbital energy	-0.2938	hartree

Atom charges from the Mulliken analysis, given in e for atoms 1 to 6: -0.699 -0.232 -0.296 -1.261 -0.896 -0.933

***

Least stable of them? entry 2.

***

Entry 1
The following is a DFT calculation (wB97M-V/def2-TZVPD) of an isolated molecule of C7H13NO2.

Atoms and positions in Å:
C -1.360 -0.487 -0.878
C -1.698 1.312 0.811
C -0.680 0.316 0.245
C -0.075 -0.574 1.309
O -0.599 -1.581 -1.378
H -0.790 -2.361 -0.847
H -1.540 0.172 -1.730
H -2.330 -0.841 -0.511
H -2.545 0.783 1.253
H -1.242 1.926 1.585
H -2.061 1.972 0.024
H -0.333 -1.627 1.254
H -0.103 -0.141 2.304
C 1.656 -0.433 0.890
N 2.033 -1.358 -0.038
C 0.593 1.073 -0.217
C 1.005 1.139 -1.506
O 2.410 -0.016 1.743
H 1.370 -1.605 -0.760
H 2.978 -1.700 0.020
H 0.859 1.841 0.500
H 2.003 1.474 -1.746
H 0.449 0.714 -2.326

Computed properties:
orbital gap	9.26	eV
highest occupied orbital energy	-0.3213	hartree
SMILES	C=C[C@@](C)(CO)CC(N)=O

Atom charges from the Mulliken analysis, given in e for atoms 1 to 6: -1.531 -1.935 2.461 -1.289 -0.543 0.338

***

Entry 2
The following is a DFT calculation (wB97M-V/def2-TZVPD) of an isolated molecule of C7H13NO2.

Atoms and positions in Å:
C -1.189 -0.892 -0.251
C 0.206 -0.076 -0.217
C -1.446 -2.226 -0.973
C -1.642 -1.121 1.185
C 1.850 1.624 0.540
C 1.830 3.155 0.412
C 0.540 0.975 0.810
N -0.654 -2.593 -2.038
O 0.761 3.666 1.118
O -0.131 1.437 1.704
H -1.729 -0.176 -0.806
H 0.841 -0.043 -1.157
H -2.406 -2.778 -0.960
H -1.297 -2.095 1.596
H -2.648 -0.921 1.520
H -1.039 -0.330 1.608
H 2.540 1.479 1.413
H 2.299 1.307 -0.413
H 1.656 3.271 -0.641
H 2.817 3.558 0.849
H 0.216 -2.110 -1.986
H 0.205 3.018 1.625
H -0.879 -3.509 -2.383

Computed properties:
orbital gap (alpha / beta)	7.15 / 5.15	eV
highest occupied orbital energy (alpha / beta)	-0.2764 / -0.2438	hartree

Atom charges from the Mulliken analysis, given in e for atoms 1 to 6: 0.778 -1.011 -0.289 -1.199 -0.652 -0.306

***

Least stable of them? entry 2.